1.
{
  "formula": "C4H11N8",
  "method": "the ωB97M-V functional and the def2-TZVPD basis",
  "species": ["N", "N", "N", "N", "N", "N", "N", "N", "C", "C", "C", "C", "H", "H", "H", "H", "H", "H", "H", "H", "H", "H", "H"],
  "xyz": [[-1.484, -1.203, -0.122], [3.320, -1.056, 0.151], [0.943, -1.592, 0.134], [0.820, 1.779, -0.316], [3.758, 0.225, 0.331], [-1.429, 1.118, 0.182], [1.987, 1.079, -0.667], [3.036, 1.187, 0.089], [2.104, -1.314, -0.444], [-0.075, 0.728, 0.374], [-0.122, -0.823, -0.390], [-2.175, -0.026, -0.339], [0.280, 2.079, -1.095], [3.767, -1.768, 0.662], [1.999, -0.807, -1.482], [0.319, 0.430, 1.379], [-1.705, -1.739, 0.782], [0.039, -0.495, -1.398], [-1.956, 1.553, 0.978], [-3.303, -0.011, -0.036], [0.987, 2.570, 0.312], [-2.364, 0.011, -1.456], [0.655, -2.356, 0.807]],
  "e_above_lowest_kcal_mol": 20.6,
  "total_charge": 1,
  "total_energy_ev": -16233.4858,
  "gap_ha": [0.287, 0.287],
  "multiplicity": 1
}


2.
{
  "formula": "C4H11N8O",
  "method": "the ωB97M-V functional and the def2-TZVPD basis",
  "species": ["O", "N", "N", "N", "N", "N", "N", "N", "N", "C", "C", "C", "C", "H", "H", "H", "H", "H", "H", "H", "H", "H", "H", "H"],
  "xyz": [[0.859, -1.091, 1.240], [0.615, 1.351, -2.759], [-1.071, -0.773, 0.122], [-1.106, 0.965, -1.388], [0.371, 1.214, 1.256], [0.555, -2.399, -0.622], [0.924, -0.166, -1.039], [1.657, 0.126, 2.969], [-2.852, 0.781, 0.106], [0.293, -1.146, -0.091], [0.161, 0.790, -1.652], [0.930, 0.187, 1.796], [-1.708, 0.328, -0.411], [1.968, -0.844, 3.003], [1.339, 0.772, 3.678], [0.533, 2.096, 1.785], [0.870, -2.338, -1.656], [0.496, -3.256, -0.101], [-3.352, 1.734, -0.050], [-1.469, -1.143, 1.059], [0.051, 1.916, -3.382], [1.941, -0.169, -1.125], [-3.476, 0.089, 0.434], [1.469, 0.975, -3.170]],
  "smiles": "[H]/N=C(\\N)O[C@]1(N)NC(=[NH2+])N=C(N)N1",
  "e_above_lowest_kcal_mol": 9.1,
  "total_charge": 1,
  "total_energy_ev": -18289.4393,
  "gap_ha": 0.370,
  "multiplicity": 1
}